Entry 1:
This record from the Open Molecules 2025 dataset describes a molecular structure, C24H70AlN20O41. The level of theory is the ωB97M-V functional and the def2-TZVPD basis.

The calculation puts the gap between HOMO and LUMO at 5.97 eV. Its total charge is -1. As for the electronic energy: -5377.1523 hartree. The value obtained for the HOMO energy is -4.8587 eV.

Geometry as XYZ:
```
156
C24H70AlN20O41, DFT the ωB97M-V functional and the def2-TZVPD basis
C 3.893 -4.225 1.209
C 4.118 -2.920 2.128
Al 3.468 -1.166 1.299
N 3.761 -1.037 -0.598
O 4.531 0.200 2.079
C 1.515 -0.700 1.684
O 0.823 -1.577 2.636
C 0.513 -2.820 2.067
C 0.125 -3.059 0.551
O 0.503 -3.815 2.844
H 4.903 -4.590 0.791
H 3.550 -5.074 1.909
H 3.168 -4.054 0.349
H 3.580 -3.078 3.123
H 5.259 -2.806 2.253
H 3.527 -0.058 -0.851
H 4.759 -1.117 -0.844
H 4.352 0.165 3.056
H 1.520 0.348 2.170
H 0.969 -0.565 0.684
H -0.177 -4.148 0.379
H -0.801 -2.427 0.303
H 0.954 -2.754 -0.174
C 7.676 0.306 4.908
N 6.228 -0.014 4.965
O 5.444 0.917 4.909
O 5.929 -1.190 5.063
H 7.795 1.384 4.821
H 8.129 -0.059 5.829
H 8.090 -0.198 4.036
C -2.713 -3.516 -3.098
N -2.181 -3.501 -1.713
O -2.545 -2.590 -0.982
O -1.416 -4.397 -1.409
H -3.374 -2.662 -3.228
H -1.862 -3.450 -3.772
H -3.256 -4.450 -3.236
C -1.648 1.186 2.395
N -1.652 1.493 0.941
O -2.719 1.379 0.344
O -0.591 1.835 0.448
H -2.653 0.896 2.695
H -0.946 0.366 2.555
H -1.333 2.086 2.920
C -1.063 -1.117 -7.021
N -1.641 -2.244 -6.246
O -1.049 -3.305 -6.273
O -2.673 -2.022 -5.632
H -0.154 -1.459 -7.509
H -1.806 -0.811 -7.757
H -0.846 -0.313 -6.320
C 2.417 1.749 5.648
N 2.162 3.203 5.491
O 1.250 3.539 4.751
O 2.884 3.960 6.116
H 1.702 1.199 5.037
H 3.437 1.553 5.316
H 2.290 1.505 6.702
C -1.777 3.372 -2.137
N -1.779 3.681 -3.591
O -2.837 3.571 -4.187
O -0.718 4.024 -4.086
H -2.782 3.083 -1.838
H -1.077 2.553 -1.974
H -1.462 4.272 -1.611
C 4.119 3.361 -3.363
N 3.644 2.263 -2.483
O 4.270 1.217 -2.502
O 2.655 2.489 -1.803
H 4.999 3.022 -3.904
H 3.311 3.604 -4.053
H 4.363 4.209 -2.726
C -1.096 2.190 8.807
N 0.024 1.445 8.176
O -0.228 0.353 7.700
O 1.117 1.985 8.182
H -2.002 1.593 8.729
H -0.832 2.357 9.851
H -1.206 3.132 8.272
C 1.238 6.113 -2.291
N 2.558 6.573 -1.786
O 3.405 6.867 -2.614
O 2.699 6.622 -0.578
H 1.257 6.119 -3.379
H 1.075 5.104 -1.913
H 0.485 6.804 -1.914
C -5.287 -0.781 -0.889
N -6.245 -1.398 -1.842
O -7.257 -1.902 -1.381
O -5.949 -1.355 -3.023
H -5.675 -0.891 0.121
H -4.337 -1.303 -0.998
H -5.192 0.272 -1.153
C 2.003 -0.974 -3.093
N 1.055 -1.574 -4.073
O 0.030 -2.067 -3.633
O 1.372 -1.531 -5.253
H 1.593 -1.086 -2.092
H 2.949 -1.506 -3.182
H 2.116 0.079 -3.349
C 7.014 6.760 -4.122
N 6.014 6.073 -4.980
O 5.052 5.575 -4.427
O 6.234 6.059 -6.181
H 6.690 6.693 -3.085
H 7.969 6.255 -4.261
H 7.064 7.799 -4.444
C 3.299 4.849 -8.217
N 2.440 4.286 -7.144
O 1.536 3.539 -7.480
O 2.705 4.612 -6.002
H 2.950 4.475 -9.178
H 3.213 5.934 -8.171
H 4.321 4.525 -8.024
C 0.578 1.998 -10.648
N 1.693 1.249 -11.281
O 1.438 0.156 -11.754
O 2.787 1.788 -11.281
H -0.330 1.403 -10.720
H 0.845 2.168 -9.605
H 0.466 2.938 -11.186
C -8.758 -3.920 0.584
N -9.529 -3.879 1.854
O -8.918 -4.079 2.892
O -10.721 -3.648 1.766
H -7.716 -4.135 0.813
H -9.187 -4.706 -0.035
H -8.854 -2.946 0.109
C 7.610 -2.750 8.389
N 8.095 -1.362 8.601
O 7.453 -0.652 9.354
O 9.106 -1.033 8.002
H 6.710 -2.901 8.980
H 7.398 -2.865 7.327
H 8.401 -3.427 8.711
C -7.220 -4.518 5.690
N -5.935 -4.118 6.319
O -5.024 -3.803 5.579
O -5.888 -4.135 7.540
H -7.117 -4.456 4.609
H -7.433 -5.541 5.999
H -7.987 -3.831 6.044
C -6.883 -1.692 -6.049
N -7.838 -2.309 -7.007
O -8.848 -2.812 -6.547
O -7.539 -2.265 -8.188
H -7.275 -1.803 -5.041
H -5.932 -2.212 -6.152
H -6.788 -0.639 -6.312
C -6.473 -3.859 10.522
N -7.420 -4.455 11.501
O -8.312 -5.159 11.060
O -7.234 -4.195 12.677
H -6.758 -4.173 9.520
H -6.539 -2.776 10.619
H -5.475 -4.218 10.770
```

Löwdin atomic charge list, values in e, 99 entries: -0.22 -0.28 0.16 -0.06 -0.28 -0.22 -0.13 -0.44 -0.02 0.01 0.06 0.06 0.04 0.05 0.04 -0.04 -0.01 -0.03 0.08 0.06 0.09 0.07 0.08 0.05 -0.42 0.04 0.07 0.10 0.07 0.11 0.04 -0.40 0.03 0.07 0.08 0.06 0.11 0.06 -0.42 0.03 0.07 0.09 0.09 0.10 0.03 -0.43 0.07 0.03 0.09 0.10 0.10 0.04 -0.44 0.04 0.05 0.10 0.07 0.06 0.03 -0.44 0.06 0.05 0.09 0.09 0.10 0.02 -0.42 0.06 0.06 0.10 0.08 0.09 0.04 -0.42 0.09 0.04 0.09 0.10 0.10 0.04 -0.44 0.04 0.07 0.09 0.09 0.10 0.05 -0.42 0.05 0.06 0.10 0.07 0.10 0.03 -0.41 0.05 0.05 0.07 0.10

Entry 2:
This record from the Open Molecules 2025 dataset describes 5 unconnected molecules or ions with the total composition C5H20N10O5. The level of theory is the ωB97M-V functional and the def2-TZVPD basis.

The calculation puts the gap between HOMO and LUMO at 8.71 eV. Its total charge is 0. As for the relative energy (zero: lowest compared OMol25 entry of this formula, charge and spin): 0.549 eV. As for the structure (SMILES): NC(N)=O.NC(N)=O.NC(N)=O.NC(N)=O.NC(N)=O. As for the electronic energy: -1126.4811 hartree. The value obtained for the HOMO energy is -8.4428 eV.

Geometry as XYZ:
```
40
C5H20N10O5, DFT the ωB97M-V functional and the def2-TZVPD basis
N 0.378 -1.364 -1.599
C 0.128 -0.523 -0.578
N -0.542 0.607 -0.865
O 0.368 -0.836 0.591
H 0.139 -1.102 -2.536
H 0.994 -2.145 -1.439
H -0.658 1.207 -0.067
H -0.836 0.830 -1.794
N -5.060 1.690 -1.581
C -3.872 1.563 -2.194
N -3.807 0.786 -3.281
O -2.868 2.173 -1.818
H -5.824 1.067 -1.766
H -5.115 2.297 -0.785
H -2.933 0.562 -3.709
H -4.600 0.176 -3.393
N 3.931 -5.084 -0.831
C 2.626 -4.737 -0.602
N 2.118 -5.303 0.534
O 1.979 -3.991 -1.314
H 4.403 -4.941 -1.702
H 4.469 -5.356 -0.029
H 1.192 -5.022 0.801
H 2.609 -6.019 1.030
N -1.012 4.191 -0.529
C -0.073 4.254 0.463
N 0.147 5.507 0.989
O 0.500 3.242 0.829
H -1.432 4.958 -1.014
H -1.248 3.244 -0.766
H -0.303 6.296 0.570
H 1.047 5.509 1.442
N 1.140 0.553 3.690
C 1.920 -0.569 3.861
N 1.688 -1.523 2.910
O 2.841 -0.645 4.664
H 0.583 0.609 2.852
H 1.582 1.422 3.936
H 2.252 -2.349 2.937
H 1.149 -1.233 2.093
```

Taken from the natural (NBO) analysis, the atomic charges in e are: -0.84 0.79 -0.83 -0.74 0.37 0.44 0.43 0.39 -0.83 0.78 -0.82 -0.72 0.39 0.42 0.41 0.38 -0.85 0.79 -0.84 -0.68 0.41 0.39 0.41 0.39 -0.86 0.78 -0.85 -0.68 0.39 0.42 0.39 0.41 -0.85 0.77 -0.87 -0.68 0.39 0.39 0.39 0.43

Entry 3:
This record from the Open Molecules 2025 dataset describes 2 unconnected molecules or ions with the total composition C3H6I2O. The level of theory is the ωB97M-V functional and the def2-TZVPD basis.

The calculation puts the gap between HOMO and LUMO at 8.76 eV. Its total charge is 0. As for the relative energy (zero: lowest compared OMol25 entry of this formula, charge and spin): 2.656 eV. As for the electronic energy: -788.4309 hartree. The value obtained for the HOMO energy is -8.8431 eV.

Geometry as XYZ:
```
12
C3H6I2O, DFT the ωB97M-V functional and the def2-TZVPD basis
C 1.031 1.018 -0.908
C -0.153 -0.616 1.114
C -0.776 0.320 0.131
O -1.409 -0.254 -0.941
I 2.204 -0.703 -1.545
I -1.747 -1.684 2.143
H 0.540 1.410 -1.832
H 1.751 1.737 -0.365
H 0.325 0.012 1.864
H 0.560 -1.227 0.740
H -1.436 1.078 0.738
H -0.889 -1.090 -1.138
```

Taken from the natural (NBO) analysis, the atomic charges in e are: -0.64 -0.55 0.20 -0.69 0.05 0.05 0.21 0.21 0.24 0.22 0.22 0.48

Entry 4:
This record from the Open Molecules 2025 dataset describes a molecular structure, C34H29ClN2O4Os. The level of theory is the ωB97M-V functional and the def2-TZVPD basis.

The calculation puts the gap between HOMO and LUMO at 6.90 eV. Its total charge is 0. As for the electronic energy: -2274.3385 hartree. The value obtained for the HOMO energy is -7.4115 eV.

Geometry as XYZ:
```
71
C34H29ClN2O4Os, DFT the ωB97M-V functional and the def2-TZVPD basis
Os -0.427 -0.177 -0.035
C -3.072 0.670 1.586
O -1.644 0.645 1.557
C -0.935 0.697 2.742
C -1.521 0.992 3.959
C -0.723 1.070 5.093
C 0.644 0.858 5.002
C 1.220 0.547 3.782
C 0.437 0.455 2.641
N 0.939 0.074 1.362
N 2.156 -0.290 1.337
C 2.743 -0.794 0.227
C 2.116 -1.135 -1.008
O 0.874 -0.984 -1.308
C 2.925 -1.705 -2.054
C 4.242 -1.931 -1.895
C 4.908 -1.636 -0.661
C 6.277 -1.910 -0.499
C 6.911 -1.650 0.689
C 6.176 -1.106 1.749
C 4.838 -0.827 1.608
C 4.167 -1.083 0.398
H -3.419 1.595 2.045
H -3.452 -0.198 2.128
H -3.383 0.637 0.547
H -2.585 1.159 4.035
H -1.179 1.300 6.047
H 1.264 0.920 5.886
H 2.280 0.358 3.695
H 2.413 -1.938 -2.979
H 4.823 -2.351 -2.708
H 6.823 -2.336 -1.333
H 7.965 -1.865 0.808
H 6.666 -0.903 2.693
H 4.283 -0.408 2.434
Cl -4.650 -6.367 0.326
C -3.554 -5.030 0.524
C -2.807 -4.923 1.715
C -1.926 -3.897 1.898
C -1.715 -2.906 0.893
O -0.828 -2.006 1.076
C -2.528 -3.001 -0.281
C -2.557 -1.999 -1.291
O -2.007 -0.885 -1.300
C -3.419 -4.089 -0.448
H -2.942 -5.670 2.486
H -1.342 -3.816 2.805
H -3.195 -2.221 -2.157
H -4.007 -4.157 -1.355
C 1.051 2.800 -2.279
C -0.296 2.066 -2.210
C -0.332 1.000 -3.313
C -0.374 1.526 -0.795
C -1.490 3.001 -2.388
C -1.374 4.352 -2.692
C -2.504 5.150 -2.833
C -3.769 4.610 -2.670
C -3.899 3.261 -2.365
C -2.771 2.469 -2.228
H 1.857 2.090 -2.093
H 1.120 3.597 -1.536
H 1.202 3.234 -3.270
H 0.560 0.377 -3.274
H -0.380 1.491 -4.288
H -1.198 0.350 -3.211
H -0.485 2.377 -0.102
H -0.397 4.798 -2.823
H -2.390 6.200 -3.072
H -4.647 5.233 -2.778
H -4.883 2.826 -2.241
H -2.875 1.413 -2.000
```

Taken from the Löwdin analysis, the atomic charges in e are: 1.47 -0.02 -0.26 -0.20 -0.01 -0.08 -0.08 0.00 -0.15 -0.14 0.10 -0.13 -0.30 -0.18 0.00 -0.02 -0.18 -0.04 -0.09 -0.08 -0.03 -0.10 0.10 0.11 0.09 0.11 0.11 0.11 0.10 0.12 0.12 0.11 0.10 0.10 0.09 0.64 -0.68 -0.09 0.00 -0.34 -0.14 -0.13 -0.16 -0.14 -0.07 0.11 0.12 0.14 0.11 -0.05 -0.55 -0.04 -0.16 -0.19 -0.03 -0.08 -0.10 -0.08 -0.04 0.09 0.09 0.09 0.07 0.09 0.07 0.08 0.10 0.10 0.10 0.10 0.10

Entry 5:
This record from the Open Molecules 2025 dataset describes a molecular structure, C5H6O. The level of theory is the ωB97M-V functional and the def2-TZVPD basis.

The calculation puts the gap between HOMO and LUMO at 9.62 eV. Its total charge is 0. As for the relative energy (zero: lowest compared OMol25 entry of this formula, charge and spin): 4.354 eV. As for the electronic energy: -269.1862 hartree. The value obtained for the HOMO energy is -8.9164 eV.

Geometry as XYZ:
```
12
C5H6O, DFT the ωB97M-V functional and the def2-TZVPD basis
C -0.904 -0.810 -0.057
C 0.120 -0.164 -0.939
C 0.486 1.155 -0.141
O -0.276 1.194 1.033
C -0.351 -0.157 1.197
C 1.291 -0.074 -0.029
H -0.809 -1.899 0.012
H -1.952 -0.548 -0.266
H 0.140 -0.353 -2.016
H 0.769 2.144 -0.493
H -0.826 -0.393 2.168
H 2.311 -0.095 -0.467
```

Taken from the natural (NBO) analysis, the atomic charges in e are: -0.46 -0.29 0.02 -0.47 0.20 -0.28 0.22 0.21 0.23 0.22 0.20 0.21

Q: total charge of number 3 (C3H6I2O)?
A: 0